No. 1
{
  "formula": "C23H25As2FGaN5O4S2",
  "method": "ωB97M-V with the def2-TZVPD basis set",
  "e_above_lowest_kcal_mol": 24.0,
  "lumo_ev": -0.15,
  "e_homo_ha": -0.2922,
  "elements": ["Ga", "C", "As", "C", "C", "C", "C", "C", "C", "C", "As", "C", "C", "H", "H", "H", "H", "H", "H", "H", "H", "H", "H", "H", "H", "H", "H", "H", "H", "S", "C", "S", "C", "C", "N", "C", "N", "F", "C", "C", "N", "C", "C", "O", "O", "C", "O", "N", "C", "O", "H", "H", "H", "H", "C", "C", "C", "N", "H", "H", "H", "H", "H"],
  "coordinates": [[6.8752, -17.2615, -5.5484], [10.5807, -17.4549, -6.0026], [9.1068, -18.0211, -4.8654], [9.3667, -17.7036, -3.0223], [9.1153, -19.9732, -4.7288], [10.3567, -20.6670, -4.5451], [10.2912, -22.0052, -4.3316], [9.1126, -22.7003, -4.3383], [7.8576, -22.0200, -4.5270], [7.9031, -20.6401, -4.7834], [6.2189, -19.7064, -5.1300], [5.6132, -20.5271, -6.7319], [4.9929, -20.1812, -3.7361], [11.4638, -17.4066, -5.3298], [10.2656, -16.4523, -6.4031], [10.8013, -18.1669, -6.8189], [8.4469, -17.7441, -2.4666], [9.7944, -16.7561, -2.7754], [9.9309, -18.5797, -2.6442], [11.2950, -20.1893, -4.6785], [11.1904, -22.5487, -4.2187], [9.0688, -23.7551, -4.2166], [6.8964, -22.4676, -4.3463], [5.4173, -21.5114, -6.4935], [6.3568, -20.3785, -7.4915], [4.7167, -19.9852, -7.0266], [4.9688, -21.2330, -3.5408], [3.9827, -20.0351, -4.2068], [5.3249, -19.6274, -2.8749], [4.6070, -17.1023, -6.2077], [5.3321, -17.1947, -7.7764], [7.0610, -17.2404, -7.8504], [4.7009, -17.2982, -8.9669], [3.2803, -17.5121, -9.1516], [2.1702, -17.8038, -9.0835], [5.4155, -17.0555, -10.2181], [5.9465, -16.7975, -11.2064], [5.5400, -14.1091, -9.8989], [5.6443, -13.7994, -8.5652], [6.7701, -13.7227, -7.8554], [6.7753, -13.2504, -6.5222], [7.9959, -13.4340, -5.7377], [8.1050, -14.7976, -5.0602], [9.1465, -15.1959, -4.5706], [6.9420, -15.4287, -4.9687], [5.6200, -12.9029, -5.8607], [5.5684, -12.5867, -4.6993], [4.5150, -12.8484, -6.7142], [4.3693, -13.3629, -7.9919], [3.2886, -13.4189, -8.5254], [7.7650, -14.0493, -8.1205], [8.0206, -12.6256, -5.0469], [8.8432, -13.3975, -6.4581], [3.7117, -12.4963, -6.2375], [4.2638, -14.6744, -1.1843], [4.4129, -15.1791, -2.5920], [5.3220, -16.3833, -2.5694], [6.0201, -17.2921, -2.5498], [3.5860, -13.8262, -1.2456], [5.2138, -14.3966, -0.7459], [3.7505, -15.4219, -0.4796], [4.7360, -14.4961, -3.3358], [3.4798, -15.6341, -2.9945]],
  "atomic_forces_ev_per_a": [[-0.52, 0.15, -0.31], [0.42, 0.32, 0.27], [-0.42, -0.19, -0.46], [0.95, -1.06, 1.23], [1.47, 0.35, -0.76], [-2.60, 1.19, -0.47], [0.32, -0.70, -0.31], [-3.25, 0.91, -0.15], [2.52, 0.27, 0.39], [-0.56, -0.90, 0.73], [1.27, 0.77, 0.33], [-0.23, 1.96, -0.16], [-0.89, -0.47, -1.32], [-0.40, 0.37, -0.66], [0.66, -1.05, 0.48], [-0.39, 0.30, 0.45], [-0.80, -0.04, -0.27], [0.60, 0.43, -0.11], [0.16, 0.76, -0.05], [0.63, 0.57, 0.25], [0.88, -0.54, 0.14], [0.23, -0.71, 0.28], [-0.06, -0.59, -0.36], [-0.45, -2.26, 0.01], [0.38, -0.19, -0.34], [-0.14, -0.17, -0.05], [0.46, -0.78, 0.24], [0.78, 0.73, 0.98], [-0.68, 0.35, 0.32], [-0.52, 0.27, -0.13], [-0.08, -0.20, -0.02], [0.95, 0.05, 0.51], [-1.02, 0.48, -2.22], [0.76, -0.03, 1.23], [-0.24, 0.07, -0.33], [-0.23, -0.28, 0.72], [-0.01, -0.20, 0.07], [0.69, 0.10, 1.75], [-0.47, 0.27, -1.55], [0.17, -0.01, 1.06], [0.16, -0.68, -0.48], [0.10, -0.67, -1.71], [-1.72, -0.19, 1.17], [0.18, 0.20, -0.58], [1.22, 0.20, -0.34], [-0.02, 0.11, -1.65], [-0.06, 0.04, 0.68], [0.85, -0.03, 1.08], [-0.39, -0.13, 0.09], [0.21, 0.08, -0.12], [-0.24, -0.01, -0.74], [0.43, 0.44, 0.79], [-0.38, 0.35, 0.66], [-0.73, 0.02, -0.04], [-1.47, -0.39, 1.10], [-0.22, -3.36, 0.06], [-0.46, 1.38, -0.45], [0.19, -0.41, -0.02], [0.17, 0.29, 0.33], [0.09, 0.20, 0.03], [0.86, 0.87, -1.18], [0.68, 0.86, -0.45], [0.22, 0.56, 0.38]]
}

---

No. 2
{
  "formula": "C2H4O2PS",
  "method": "ωB97M-V with the def2-TZVPD basis set",
  "e_above_lowest_kcal_mol": 113.9,
  "lumo_ev": [3.65, 3.65],
  "e_homo_ha": [-0.1283, -0.1285],
  "total_charge": -1,
  "elements": ["C", "C", "O", "O", "P", "S", "H", "H", "H", "H"],
  "coordinates": [[0.0553, 0.9334, 0.4046], [-2.1677, -1.1858, -0.4353], [2.2478, 2.8396, 0.7216], [0.9853, 2.7304, -1.4877], [0.8408, 2.9884, 0.2384], [-0.5421, -0.5686, -0.0961], [1.1355, 0.7802, 0.6750], [-2.9496, -0.5389, -0.7260], [-2.1223, -2.3019, -0.7552], [1.6674, 2.1262, -1.3333]],
  "atomic_forces_ev_per_a": [[-0.09, -0.79, -0.50], [2.90, -0.39, 0.29], [-0.01, -0.66, 0.18], [-1.80, 1.70, 1.47], [-1.63, 0.81, -1.28], [-0.11, -0.39, 0.58], [-0.84, -1.19, -0.31], [-0.81, 0.45, -0.28], [0.13, 2.36, 0.56], [2.25, -1.90, -0.72]]
}

---

No. 3
{
  "formula": "C2H7N2O3",
  "method": "ωB97M-V with the def2-TZVPD basis set",
  "e_above_lowest_kcal_mol": 156.3,
  "lumo_ev": -4.14,
  "e_homo_ha": -0.5531,
  "total_charge": 1,
  "elements": ["C", "C", "N", "N", "O", "O", "O", "H", "H", "H", "H", "H", "H", "H"],
  "coordinates": [[-1.0588, -0.6423, -0.0834], [1.8170, -0.4359, 0.5503], [-1.4412, 1.7030, 0.0487], [0.8075, -0.2440, -0.4980], [-1.3029, -1.8928, 0.2154], [-1.6419, -1.2969, -1.0798], [-1.3936, 0.3787, 0.6311], [1.8183, 0.5598, 1.1688], [1.5247, -1.3415, 1.1189], [2.7242, -0.5291, -0.0759], [-1.4579, 2.3770, 0.8316], [-2.2427, 1.8181, -0.7129], [0.8865, -1.0983, -1.1802], [0.9607, 0.6442, -0.9344]],
  "atomic_forces_ev_per_a": [[2.24, 2.22, -0.28], [-0.25, 1.64, 0.64], [-0.37, 0.16, -2.55], [-2.56, -4.30, -1.44], [0.81, -0.81, 1.66], [-0.21, 0.88, -1.74], [-1.70, 0.60, 0.88], [0.26, -2.25, -0.83], [0.71, 0.69, -0.10], [0.10, -0.17, 1.23], [-0.47, -0.98, -0.46], [1.78, -0.61, 2.70], [0.10, 2.50, 1.05], [-0.44, 0.43, -0.74]]
}